ORCA calculation (ωB97M-V/def2-TZVPD) on a molecular structure, C50H47GeN6OTeW.

Structure (XYZ):
```
107
Properties=species:S:1:pos:R:3:forces:R:3:lowdin_charge:R:1
W 0.5974 -2.2296 0.3370 -0.4 0.1 -0.2 1.49
N -3.3858 -3.0296 2.0207 -0.1 0.0 0.0 0.01
C -2.0795 -2.4476 2.3725 0.0 0.0 0.0 -0.29
N -1.3646 -2.4831 1.0922 0.4 0.0 0.0 -0.11
C -2.2906 -3.0232 0.2108 -0.2 -0.3 0.0 -0.39
N -3.4025 -3.4264 0.7041 -0.1 0.2 0.1 0.12
C -1.9155 -3.2645 -1.1634 0.1 0.0 -0.3 -0.20
C -2.7890 -3.6227 -2.1944 0.1 0.0 0.1 -0.05
N -2.3489 -3.8614 -3.4132 -0.1 0.0 -0.1 0.10
C -1.0377 -3.7428 -3.6354 0.1 0.0 -0.1 -0.11
C -0.1598 -3.3577 -2.6461 -0.1 -0.1 0.0 -0.15
N -0.6118 -3.1183 -1.4103 0.3 0.4 0.5 -0.03
H -3.8329 -3.6794 2.6469 0.0 0.0 0.0 0.10
H -2.2494 -1.4095 2.6480 0.0 0.0 0.0 0.09
H -3.8501 -3.7082 -1.9999 0.0 0.0 0.0 0.12
H -0.6874 -3.9474 -4.6388 0.0 0.0 0.0 0.11
H 0.8997 -3.2285 -2.8126 0.0 0.0 0.0 0.10
C -0.3238 0.5901 -9.2616 0.0 0.0 0.0 -0.05
C -0.0752 0.4575 -7.7844 0.1 0.0 0.0 -0.27
C -1.1259 0.3622 -6.8829 0.0 0.0 0.0 -0.02
C -0.9120 0.2477 -5.5136 0.1 0.0 0.1 -0.29
C -2.1109 0.1029 -4.6185 0.0 0.0 0.0 -0.06
C 0.4080 0.2499 -5.0251 -0.2 -0.1 0.0 -0.40
Te 0.7968 0.0507 -2.9334 0.0 0.2 0.0 1.45
N 2.2944 -2.2582 -0.1624 -0.6 0.1 -0.4 -0.15
C 3.4585 -1.5520 -0.0859 0.2 0.2 0.0 -0.56
O 4.0739 -1.1645 -1.0526 0.3 0.0 0.1 0.06
C 3.8468 -1.3357 1.3410 0.2 0.1 0.2 -0.12
C 5.2171 -1.2172 1.5738 0.0 0.0 0.0 -0.02
C 5.7256 -1.2129 2.8588 0.0 0.0 0.0 -0.08
C 4.8454 -1.3530 3.9232 0.0 0.0 0.0 -0.07
C 3.4822 -1.4358 3.6925 0.1 0.0 0.1 -0.09
C 2.9331 -1.3928 2.4077 0.0 0.1 0.1 -0.26
C -0.1267 1.8680 -2.3425 -0.2 0.0 -0.1 -0.41
C -1.2936 1.8494 -1.5637 0.1 0.0 -0.1 -0.32
C -1.8631 0.5900 -0.9669 0.0 0.2 0.0 -0.09
C -1.9508 3.0517 -1.3154 0.0 0.0 0.0 -0.03
C -1.4625 4.2653 -1.7704 0.0 0.0 0.0 -0.27
C -2.1864 5.5531 -1.4840 0.0 0.0 0.0 -0.05
C -0.2779 4.2655 -2.4975 0.0 0.0 0.0 -0.01
C 0.3956 3.0884 -2.8036 0.0 0.0 0.0 -0.29
C 1.6537 3.1692 -3.6247 0.0 0.0 0.0 -0.07
C 1.4818 0.3278 -5.9215 0.1 0.0 0.1 -0.32
C 2.9228 0.2827 -5.4810 0.0 0.0 -0.1 -0.09
C 1.2185 0.4298 -7.2837 0.0 0.0 -0.1 -0.02
H -1.3820 0.4758 -9.4951 0.0 0.0 0.0 0.07
H 0.2319 -0.1630 -9.8226 0.0 0.0 0.0 0.08
H -0.0033 1.5690 -9.6237 0.0 0.0 0.0 0.08
H -2.1458 0.3689 -7.2538 0.0 0.0 0.0 0.11
H -3.0240 0.0330 -5.2109 0.0 0.0 0.0 0.08
H -2.2102 0.9470 -3.9375 0.0 0.1 0.0 0.07
H -2.0279 -0.7972 -4.0065 0.0 0.0 0.0 0.05
H 5.8674 -1.1526 0.7100 0.0 0.0 0.0 0.12
H 6.7920 -1.1347 3.0287 0.0 0.0 0.0 0.10
H 5.2159 -1.3917 4.9402 0.0 0.0 0.0 0.11
H 2.8188 -1.5248 4.5463 0.0 0.0 -0.1 0.10
H 1.2421 -2.5771 2.4691 0.0 0.3 0.7 0.02
H -1.9355 -0.2118 -1.6975 0.0 -0.1 -0.1 0.03
H -2.8458 0.7768 -0.5333 0.0 0.0 0.0 0.09
H -1.2285 0.2332 -0.1551 0.1 0.0 0.1 0.04
H -2.8745 3.0259 -0.7485 0.0 0.0 0.1 0.11
H -3.0934 5.3747 -0.9050 0.0 0.0 0.0 0.07
H -2.4721 6.0570 -2.4094 0.0 0.0 0.0 0.08
H -1.5544 6.2426 -0.9200 0.0 0.0 0.0 0.08
H 0.1282 5.2079 -2.8521 0.0 0.0 0.0 0.12
H 1.9322 4.2086 -3.7963 0.0 0.0 0.0 0.08
H 1.5271 2.6892 -4.5976 0.0 0.0 0.0 0.07
H 2.4819 2.6638 -3.1242 0.0 0.0 0.0 0.07
H 3.0525 0.6165 -4.4540 0.0 0.0 0.0 0.01
H 3.5398 0.9008 -6.1340 0.0 0.0 0.0 0.08
H 3.3107 -0.7381 -5.5360 0.0 0.0 0.0 0.09
H 2.0565 0.4956 -7.9717 0.0 0.0 0.0 0.12
C 1.4185 -1.4831 2.2709 -0.1 -1.2 -0.8 -0.39
Ge 0.2881 -0.5970 3.5993 0.0 0.3 0.3 1.00
C -0.9582 0.7733 2.9135 0.1 -0.1 0.1 -0.28
C -0.4416 1.8377 2.1741 0.0 0.0 -0.1 -0.11
C -1.1837 2.9897 1.9681 -0.1 0.0 0.0 -0.09
C -2.4751 3.0884 2.4744 0.1 0.0 0.0 -0.09
C -3.0084 2.0339 3.2017 0.0 0.0 0.0 -0.08
C -2.2433 0.8973 3.4360 0.0 0.0 0.0 -0.12
C -0.6972 -2.0734 4.4646 0.1 0.1 0.0 -0.20
C -1.2982 -3.1214 3.5539 0.0 0.0 0.0 -0.26
C -2.0576 -4.1860 4.2799 -0.1 -0.1 0.1 -0.05
C -2.0866 -4.2733 5.6342 0.0 0.0 -0.1 -0.10
C -1.4204 -3.3207 6.4320 0.0 -0.1 0.0 -0.07
C -0.7501 -2.2434 5.8162 0.1 0.1 0.0 -0.11
C 1.2173 0.6091 4.8723 -0.1 -0.1 -0.2 -0.26
C 2.3699 1.2948 4.4873 0.1 0.0 0.0 -0.11
C 2.9090 2.2999 5.2780 0.0 0.0 0.0 -0.08
C 2.2971 2.6517 6.4735 0.0 -0.1 0.0 -0.09
C 1.1299 2.0054 6.8556 0.1 0.0 0.0 -0.09
C 0.5927 1.0076 6.0534 -0.1 0.0 0.0 -0.11
H 0.5639 1.7846 1.7638 0.0 0.0 0.1 0.11
H -0.7476 3.8143 1.4184 0.0 0.0 -0.1 0.10
H -3.0535 3.9909 2.3154 0.0 0.0 0.0 0.10
H -4.0097 2.1015 3.6099 0.0 0.0 0.0 0.10
H -2.6583 0.1083 4.0566 0.0 0.0 0.0 0.10
H -0.4656 -3.6441 3.0516 0.0 0.0 -0.1 0.13
H -2.5230 -4.9626 3.6819 0.0 0.0 0.0 0.11
H -2.6159 -5.0921 6.1073 0.0 0.0 0.0 0.10
H -1.4329 -3.4005 7.5104 0.0 0.0 0.0 0.10
H -0.2607 -1.5306 6.4690 0.0 0.0 0.0 0.08
H 2.8678 1.0459 3.5574 0.0 0.0 0.0 0.10
H 3.8062 2.8127 4.9536 0.0 0.0 0.0 0.10
H 2.7170 3.4344 7.0922 0.0 0.0 0.0 0.10
H 0.6252 2.2855 7.7721 0.0 0.0 0.0 0.10
H -0.3513 0.5664 6.3524 0.0 0.0 0.0 0.09
```
Positions in Å, forces in eV/Å.

Values from the calculation:
Relative energy (zero: lowest compared OMol25 entry of this formula, charge and spin): 40.2 kcal per mole
HOMO energy (spin up / spin down): -7.20 / -7.69 eV
Expectation value of S²: 3.8219
HOMO-LUMO gap (spin up / spin down): 6.46 / 6.58 eV
E: -4749.18716 hartree
Lowest unoccupied orbital energy (spin up / spin down): -0.74 / -1.11 eV
Spin multiplicity: 4